[1]
Formula: C55H45BiBr2NOP3S
Source: the Open Molecules 2025 dataset
Level of theory: ωB97M-V/def2-TZVPD

```
109
Properties=species:S:1:pos:R:3:mulliken_charge:R:1
Bi -0.502 1.051 -0.350 1.48
Br 0.553 4.555 -0.487 0.06
Br -2.614 4.171 0.050 -0.04
S -3.601 0.733 1.069 1.12
P -1.991 -1.049 -1.240 0.27
P -0.678 0.224 2.281 1.43
P 2.545 0.521 -1.324 1.53
O -4.558 1.679 1.692 -0.70
N 1.057 0.014 -1.127 -0.21
C -2.048 -0.915 2.656 0.34
C -2.208 2.071 3.782 -0.69
C -3.796 -0.848 -1.220 -0.37
C 2.695 4.424 -3.726 -0.63
C -1.076 1.825 3.014 0.84
C -3.331 -0.675 2.150 0.42
C -1.672 0.137 -3.702 -0.74
C -0.171 2.860 2.754 -0.06
C -6.571 -0.521 -1.308 -0.85
C -0.281 -3.038 -0.329 -0.20
C 3.670 4.193 -2.766 -0.77
C 5.018 0.074 1.898 -0.88
C -1.009 -1.004 -5.709 -0.65
C 3.439 0.768 0.217 0.52
C -4.416 -1.443 2.540 -0.89
C -0.902 -2.195 -5.005 -0.69
C 4.699 1.187 2.662 -0.64
C 0.789 -0.375 3.143 0.45
C -5.840 0.092 -0.302 -0.56
C 2.462 -2.093 3.391 -0.71
C 0.016 -4.303 0.159 -0.46
C -2.635 -3.580 -0.267 -1.13
C 3.114 1.882 0.997 -0.27
C -1.562 -1.059 -2.992 1.16
C 3.629 3.039 -1.994 -0.24
C 2.357 -0.274 4.963 -0.83
C 3.738 2.089 2.217 -1.04
C 4.388 -0.142 0.678 -0.79
C 1.626 2.350 -3.150 -0.58
C 2.792 -1.791 -2.802 0.00
C -4.469 -0.094 -0.257 -0.08
C -1.142 5.399 -0.083 -0.64
C -4.549 -1.447 -2.231 -0.21
C 5.467 -1.366 -3.438 -0.82
C 3.453 -0.667 -2.321 0.33
C -1.532 4.369 4.029 -0.79
C -1.397 0.164 -5.059 -0.63
C -2.437 3.349 4.278 -0.70
C -1.005 -5.203 0.440 -0.85
C 3.470 -2.706 -3.598 -0.71
C 1.672 3.505 -3.918 -0.77
C -2.951 -2.772 3.901 -0.82
C 2.601 2.111 -2.178 0.63
C 1.281 0.272 4.274 -0.63
C -1.870 -1.981 3.535 -1.01
C 1.393 -1.552 2.696 0.10
C -2.329 -4.839 0.229 -0.81
C 4.804 -2.495 -3.911 -0.59
C -1.178 -2.226 -3.643 -0.45
C 2.942 -1.454 4.528 -0.69
C 4.794 -0.450 -2.647 -0.45
C -0.389 4.124 3.273 -0.80
C -5.928 -1.295 -2.265 -0.81
C -1.611 -2.675 -0.549 0.94
C -4.223 -2.499 3.417 -1.03
H -1.994 1.051 -3.206 0.58
H 0.914 3.688 -4.669 0.47
H -2.910 1.278 4.012 0.46
H -1.713 5.359 4.428 0.41
H -7.643 -0.383 -1.353 0.45
H 3.775 -1.878 5.074 0.44
H 5.333 -3.210 -4.528 0.43
H 5.313 0.433 -2.291 0.43
H -6.498 -1.765 -3.056 0.47
H 2.737 5.320 -4.332 0.44
H -1.090 -3.156 -3.092 0.47
H -3.329 3.542 4.862 0.47
H 2.957 -3.583 -3.974 0.46
H 1.745 -1.935 -2.559 0.05
H -4.056 -2.021 -3.005 0.58
H -6.312 0.728 0.438 0.64
H -2.798 -3.598 4.584 0.48
H 0.727 2.672 2.168 0.25
H -1.044 5.895 0.871 0.40
H 2.730 0.224 5.849 0.47
H 4.644 -1.009 0.084 0.51
H 3.495 2.961 2.812 0.49
H 0.842 1.618 -3.316 0.44
H 4.389 2.872 -1.240 0.43
H -0.796 -0.983 -6.770 0.44
H 0.334 4.912 3.095 0.61
H 2.386 2.605 0.637 0.28
H 1.050 -4.588 0.314 0.52
H -1.489 1.090 -5.612 0.52
H -5.407 -1.214 2.164 0.59
H -0.604 -3.103 -5.516 0.49
H -3.672 -3.308 -0.418 0.40
H 1.015 -2.055 1.818 0.15
H -3.128 -5.538 0.447 0.48
H -0.895 -2.190 3.949 0.55
H 5.766 -0.626 2.249 0.48
H -5.066 -3.104 3.727 0.45
H 5.203 1.359 3.605 0.44
H 2.918 -3.015 3.050 0.49
H 0.818 1.178 4.640 0.48
H -0.770 -6.190 0.816 0.44
H 4.463 4.914 -2.615 0.45
H 0.515 -2.340 -0.576 0.33
H 6.506 -1.201 -3.693 0.43
H -1.354 6.089 -0.885 0.50
```

Calculated values
- DFT total energy (eV) = -245917.66419
- charge = +2
- HOMO (eV) = -13.233
- LUMO level (eV) = -5.7
- largest force on an atom (eV Å⁻¹) = 0.5

[2]
Formula: C55H45ClFHfN11Si
Source: the Open Molecules 2025 dataset
Level of theory: ωB97M-V/def2-TZVPD

```
115
Properties=species:S:1:pos:R:3:mulliken_charge:R:1
Hf -0.188 0.314 -0.029 2.54
Cl 0.985 -4.393 -3.305 -0.23
Si -1.540 -2.933 1.243 0.90
F 1.836 -0.117 0.996 -0.04
N 0.727 3.221 -1.990 -0.30
N -0.245 -1.724 1.051 0.56
N 1.805 2.178 2.492 -0.42
N -0.262 0.976 2.237 -0.53
N -1.190 1.871 -1.400 -0.32
N 4.421 -0.734 -0.817 0.24
N -1.214 -1.547 -1.671 1.28
N 1.001 2.291 0.221 -0.28
N -2.438 0.465 0.585 -0.31
N -3.486 1.150 -1.477 -0.41
N -2.303 -0.086 2.939 -0.08
C 2.054 -3.152 3.687 -1.36
C -2.105 -3.045 3.054 -1.49
C -0.293 -3.258 -3.053 -0.18
C 1.853 2.593 1.238 -0.04
C -0.849 -0.255 5.656 -0.09
C -3.109 3.223 -5.387 -0.69
C 0.476 0.159 -3.151 0.29
C -3.502 0.652 -0.252 -0.48
C 1.197 0.632 6.616 -0.75
C 3.554 -1.881 -0.662 -1.06
C 0.003 -0.088 6.735 -0.87
C 0.807 1.445 2.937 -0.02
C 0.976 0.303 -4.435 -1.06
C -3.425 2.495 -4.256 -0.41
C 3.380 4.644 -1.306 -0.33
C -0.252 -2.427 -1.940 -0.65
C 3.709 0.517 -1.128 -1.38
C 3.107 -2.251 3.637 -1.27
C 1.230 0.186 -1.956 1.16
C 0.726 1.021 4.332 0.06
C -6.061 0.262 -0.014 -0.38
C 2.882 3.508 0.776 0.52
C 5.493 -1.051 -1.739 -0.97
C 1.574 1.204 5.412 -0.32
C 0.943 -3.036 2.869 -1.05
C -2.444 2.385 -3.277 0.37
C -2.420 1.719 -1.985 -0.04
C -7.007 -0.159 0.897 -0.78
C 2.587 3.788 -0.552 0.12
C 3.119 0.591 -3.485 -0.48
C 4.483 5.194 -0.682 -0.77
C -2.344 -2.250 -3.659 -1.12
C 1.374 3.052 -0.860 -0.24
C -1.858 3.841 -5.531 -0.79
C -0.458 0.307 4.451 -0.04
C 1.909 -1.148 1.942 -0.02
C -0.894 3.749 -4.546 -0.33
C -0.457 2.695 -2.215 -0.01
C -0.933 -4.624 0.647 -1.28
C -2.943 0.068 1.788 -0.54
C -1.208 3.002 -3.417 0.12
C -5.335 -0.499 2.625 -0.43
C -2.244 -1.474 -2.518 -0.14
C -1.086 0.341 3.133 0.21
C 3.979 4.075 1.411 -0.38
C -4.733 0.277 0.406 0.23
C 0.802 -1.986 1.935 1.19
C -1.346 -3.164 -3.943 -0.60
C 2.618 0.422 -2.188 1.93
C 3.034 -1.215 2.721 -0.72
C -4.377 -0.095 1.700 0.66
C 2.326 0.526 -4.612 -1.41
C -6.648 -0.537 2.202 -0.86
C -3.187 -2.739 0.347 -1.20
C 4.779 4.915 0.659 -0.72
H -3.839 3.324 -6.179 0.42
H -0.759 -4.612 -0.427 0.26
H 0.068 4.224 -4.641 0.60
H -1.382 -3.790 -4.821 0.53
H -3.919 -3.216 0.994 0.47
H 0.568 -2.484 -1.243 0.21
H 2.491 1.762 5.310 0.58
H 3.332 0.921 -0.200 -1.04
H 2.743 -1.660 0.037 0.08
H -0.255 -0.524 7.691 0.42
H -7.421 -0.856 2.886 0.42
H -0.604 0.036 -3.106 -0.05
H 0.179 -3.781 2.968 0.52
H -3.190 -3.271 -0.598 0.55
H 3.141 4.857 -2.334 0.58
H -1.650 4.402 -6.432 0.42
H 4.194 3.857 2.444 0.60
H -8.048 -0.195 0.607 0.42
H -1.773 -0.803 5.739 0.58
H 4.169 0.819 -3.600 0.52
H -3.005 -2.447 3.182 0.33
H 3.809 -0.478 2.598 0.58
H 6.082 -1.871 -1.328 0.33
H -1.711 -5.361 0.831 0.44
H 2.090 -3.978 4.383 0.45
H -3.023 -0.769 -2.275 0.01
H -3.196 -2.139 -4.308 0.57
H -0.021 -4.978 1.114 0.36
H 2.749 0.673 -5.596 0.41
H 5.138 -1.363 -2.733 0.33
H 5.134 5.854 -1.236 0.43
H 0.300 0.269 -5.278 0.54
H 4.463 1.231 -1.474 0.94
H 5.649 5.367 1.109 0.43
H -3.531 -1.732 0.170 0.21
H -1.390 -2.702 3.790 0.35
H 1.833 0.741 7.481 0.42
H 3.961 -2.352 4.284 0.46
H -4.389 2.029 -4.130 0.58
H 4.131 -2.710 -0.253 0.57
H 6.150 -0.189 -1.859 0.34
H -5.053 -0.774 3.630 0.59
H -6.329 0.569 -1.012 0.60
H 3.107 -2.209 -1.612 0.44
H -2.362 -4.078 3.286 0.47
```

Calculated values
- DFT total energy (eV) = -98587.70113
- HOMO (spin up / spin down) (eV) = -6.522 / -6.412
- LUMO level (spin up / spin down) (eV) = -1.5 / -1.6
- energy relative to the best compared isomer or geometry (same formula, charge and spin) (kJ/mol) = 0.0
- largest force on an atom (eV Å⁻¹) = 1.1

[3]
Formula: C55H46Br2Cl3GeN8NaP
Source: the Open Molecules 2025 dataset
Level of theory: ωB97M-V/def2-TZVPD

```
117
Properties=species:S:1:pos:R:3:lowdin_spin:R:1
Br -0.184 7.642 -0.326 0.00
Br -0.001 0.200 4.378 0.32
Ge 2.195 1.625 4.850 0.29
Cl 4.295 1.647 5.735 0.21
Cl 1.394 3.692 5.266 0.10
Cl 2.741 1.882 2.632 0.06
P -1.526 -1.510 -0.892 0.00
Na 0.437 0.695 1.470 0.01
N -2.132 0.186 1.351 0.00
N -0.178 3.180 1.016 0.00
N 1.359 -3.285 -3.161 0.00
N -0.213 -3.612 0.155 0.00
N 0.580 0.376 -1.238 0.00
N 0.593 -1.733 1.037 0.00
N -0.198 -0.449 -3.168 0.00
N -3.649 0.035 -0.269 0.00
C 2.275 -2.995 -2.522 0.00
C 2.935 2.020 -0.809 0.00
C 2.317 -2.552 2.628 0.00
C -4.791 2.517 4.709 0.00
C -1.094 -1.139 -4.049 0.00
C 2.902 -2.796 4.960 0.00
C 1.276 -2.789 1.614 0.00
C 2.473 -7.126 2.320 0.00
C -0.320 -0.416 -1.791 0.00
C 3.510 1.725 -3.117 0.00
C -4.219 -0.234 -1.601 0.00
C 4.210 -1.325 3.519 0.00
C -4.189 0.885 0.667 0.00
C -3.782 3.374 5.086 0.00
C 0.770 -3.954 1.065 0.00
C 1.441 -5.298 1.121 0.00
C -2.427 2.526 3.364 0.00
C 1.390 0.810 -2.330 0.00
C 3.104 -6.774 0.001 0.00
C -3.296 0.919 1.689 0.00
C 1.034 1.706 -5.499 0.00
C 0.910 0.297 -3.517 0.00
C 0.538 5.447 1.350 0.00
C -5.627 2.957 0.625 0.00
C 2.579 1.567 -2.094 0.00
C 0.405 4.110 1.730 0.00
C 4.719 2.312 -2.928 0.00
C 1.423 2.023 -6.784 0.00
C -6.705 0.845 0.256 0.00
C 3.241 -7.433 1.208 0.00
C -7.928 1.489 0.161 0.00
C 3.994 -1.982 4.729 0.00
C -0.575 3.572 -0.222 0.00
C -5.511 1.579 0.490 0.00
C 3.414 -2.498 -1.639 0.00
C 3.418 -1.675 2.409 0.00
C -6.875 3.601 0.533 0.00
C 5.085 2.821 -1.661 0.00
C 2.081 -3.044 3.911 0.00
C -8.041 2.875 0.330 0.00
C -0.041 5.816 0.133 0.00
C -4.662 1.726 3.607 0.00
C 2.054 -0.444 -5.612 0.00
C 2.201 -5.695 -0.024 0.00
C -2.384 -0.326 0.171 0.00
C 1.298 0.519 -4.935 0.00
C 2.162 1.115 -7.509 0.00
C -0.548 4.842 -0.718 0.00
C -2.580 3.353 4.397 0.00
C 4.208 2.566 -0.626 0.00
C -0.842 -4.582 -0.708 0.00
C -3.473 1.725 2.881 0.00
C -0.353 -2.285 0.222 0.00
C 2.457 -0.144 -6.975 0.00
C 1.521 -6.091 2.245 0.00
H 6.016 3.328 -1.487 0.00
H -1.002 5.083 -1.662 0.00
H 5.022 -0.609 3.410 0.00
H -1.078 2.763 -0.778 0.00
H 1.188 3.026 -7.123 0.00
H 1.226 -3.644 4.083 0.00
H 2.645 -7.718 3.211 0.00
H 3.884 -8.298 1.322 0.00
H -8.897 0.906 0.018 0.00
H 4.250 -3.152 -1.644 0.00
H 3.661 -1.360 1.427 0.00
H 2.911 -2.381 -0.673 0.00
H 4.671 -1.723 5.501 0.00
H -1.503 2.505 2.803 0.00
H -9.032 3.304 0.122 0.00
H 4.489 2.920 0.361 0.00
H 2.299 -1.410 -5.132 0.00
H 5.375 2.504 -3.760 0.00
H 3.688 -7.040 -0.794 0.00
H 3.710 -1.484 -1.964 0.00
H -0.367 -4.613 -1.686 0.00
H 3.336 1.382 -4.166 0.00
H -6.651 -0.258 0.091 0.00
H -1.792 3.981 4.741 0.00
H -1.239 -2.152 -3.628 0.00
H -6.883 4.696 0.677 0.00
H 2.289 1.851 -0.019 0.00
H 2.142 -5.006 -0.853 0.00
H -5.507 1.093 3.259 0.00
H -0.743 -5.600 -0.281 0.00
H -0.659 -1.275 -5.021 0.00
H 2.382 1.319 -8.560 0.00
H -4.729 0.717 -1.825 0.00
H -3.867 4.013 5.952 0.00
H 0.577 2.439 -4.835 0.00
H -5.662 2.365 5.291 0.00
H 0.696 3.769 2.723 0.00
H -3.403 -0.493 -2.267 0.00
H -4.958 -1.052 -1.555 0.00
H 0.948 6.125 2.025 0.00
H 0.894 -5.904 3.073 0.00
H -4.721 3.537 0.962 0.00
H -2.045 -0.582 -4.161 0.00
H 2.723 -3.211 5.911 0.00
H 3.005 -0.915 -7.499 0.00
H -1.885 -4.366 -0.890 0.00
```

Calculated values
- 2S+1 = 2
- DFT total energy (eV) = -317582.07380
- HOMO (spin up / spin down) (eV) = -6.764 / -7.998
- LUMO level (spin up / spin down) (eV) = 0.0 / -0.9
- <S²> = 0.76
- largest force on an atom (eV Å⁻¹) = 3.6

[4]
Formula: C55H47BBr2F14NO3S
Source: the Open Molecules 2025 dataset
Level of theory: ωB97M-V/def2-TZVPD

```
124
Properties=species:S:1:pos:R:3:mulliken_charge:R:1
Br -9.469 -2.755 -5.335 -0.18
Br -6.660 -1.504 -6.241 -0.12
S -4.053 -4.497 -3.319 -0.44
F 10.426 1.796 8.193 -0.26
F -0.951 3.026 -5.061 -0.25
F -2.579 1.548 1.567 -0.18
F -12.475 -3.434 -1.189 -0.35
F -0.758 -0.363 -4.400 -0.24
F -2.707 -0.260 -6.246 -0.35
F 1.313 4.665 0.219 -0.27
F 4.908 -2.656 2.611 -0.31
F -0.576 1.543 -6.596 -0.28
F -0.566 -5.441 -1.687 -0.35
F 0.679 1.653 -4.864 -0.26
F 5.370 2.260 5.195 -0.29
F -1.595 1.310 -3.274 -0.29
F -3.374 1.758 -5.447 -0.36
O -4.748 -1.279 -4.362 -1.01
O -4.745 0.777 -3.356 -0.81
O -4.659 -0.526 -1.482 -0.24
N -5.738 -2.464 -2.493 -0.63
C 11.347 3.465 6.815 -0.28
C 6.237 1.391 5.748 0.34
C -1.478 0.766 -4.493 0.22
C 0.540 1.205 3.371 -0.43
C -5.478 0.014 -2.475 1.23
C 1.937 5.071 -0.903 0.17
C 6.660 -1.341 1.754 0.01
C 0.714 -3.744 -0.677 -0.67
C 12.096 4.626 6.689 -0.36
C 1.480 -2.593 -0.804 -0.47
C -0.590 1.777 -5.300 0.55
C 0.173 -4.320 -1.810 0.44
C 1.130 -2.617 -3.184 -0.24
C 6.338 0.116 5.227 -0.59
C -0.393 2.079 0.904 0.16
C 8.013 -0.388 6.878 -0.56
C -4.558 0.259 -0.304 -0.47
C 3.042 5.893 -0.804 -0.57
C 0.962 2.133 1.191 -0.37
C -5.774 -1.298 -3.463 1.39
C 5.591 -2.190 1.546 0.19
C -7.131 -1.242 -4.313 -1.08
C 11.698 3.502 9.200 -0.47
C 5.910 -2.086 -0.817 -0.53
C -4.091 1.697 -0.546 -0.63
C -12.809 -5.993 -3.719 -0.36
C -5.069 -3.364 -2.928 0.35
C 11.158 2.921 8.070 0.38
C 0.371 -3.773 -3.063 -0.37
C 7.236 -0.777 5.794 -0.35
C -11.939 -6.971 -1.700 -0.33
C 6.992 -1.235 -0.626 -0.41
C 12.652 5.221 7.814 -0.52
C -8.798 -2.213 -2.600 -0.80
C 5.207 -2.572 0.276 -0.41
C -12.435 -4.638 -1.790 0.33
C 2.092 5.070 -3.285 -0.39
C 7.005 1.796 6.823 -0.53
C 3.684 6.302 -1.964 -0.36
C -1.264 1.594 1.858 0.36
C -8.079 -2.429 -3.946 -0.01
C 3.208 5.893 -3.204 -0.57
C 1.688 -2.030 -2.056 -0.72
C -7.832 0.999 -1.658 -0.61
C -12.353 -7.102 -3.019 -0.47
C 7.368 -0.865 0.659 -0.55
C 1.430 1.695 2.423 -0.93
C -12.856 -4.752 -3.100 -0.27
C -6.736 0.653 -2.031 -1.31
C 7.896 0.897 7.394 -0.23
C -2.869 0.506 -5.141 1.08
C -0.820 1.157 3.091 -0.65
C 1.453 4.651 -2.128 -0.14
C 12.455 4.658 9.068 -0.40
C -11.975 -5.730 -1.081 -0.45
B -3.825 -0.171 -3.971 1.24
H -11.648 -5.605 -0.056 0.40
H -8.210 -2.629 -1.775 0.30
H 1.285 -2.175 -4.159 0.32
H -13.215 -3.878 -3.626 0.42
H 1.650 2.513 0.455 0.33
H -4.018 2.204 0.408 0.49
H 8.212 -0.205 0.809 0.37
H 2.490 1.735 2.644 0.53
H 12.891 5.118 9.945 0.35
H -12.320 -8.071 -3.502 0.37
H -3.101 1.744 -1.011 -0.21
H -11.587 -7.836 -1.154 0.35
H -3.780 -0.222 0.305 0.49
H -8.700 1.346 -1.146 0.60
H -3.005 -0.728 -3.268 -0.34
H -7.528 -3.368 -3.882 0.34
H 3.392 6.207 0.171 0.42
H 10.912 2.981 5.950 0.42
H -0.776 2.407 -0.053 0.39
H 5.718 -0.171 4.388 0.62
H 7.329 -1.777 5.390 0.41
H 4.556 6.940 -1.901 0.36
H 8.711 -1.087 7.323 0.39
H 0.904 0.858 4.330 0.38
H 8.491 1.196 8.236 0.41
H 1.917 -2.136 0.075 0.67
H -4.801 2.282 -1.145 0.35
H 6.932 -1.058 2.761 0.26
H 5.613 -2.372 -1.817 0.40
H -5.464 0.226 0.325 0.16
H 11.526 3.053 10.170 0.40
H 0.586 4.003 -2.171 0.56
H -0.067 -4.249 -3.930 0.42
H 6.905 2.804 7.204 0.44
H 12.247 5.067 5.712 0.35
H -1.530 0.785 3.818 0.42
H -13.127 -6.093 -4.748 0.36
H 7.541 -0.861 -1.480 0.38
H 0.535 -4.193 0.292 0.44
H 3.708 6.216 -4.109 0.37
H 13.239 6.124 7.713 0.36
H -7.634 -0.275 -4.292 0.73
H -9.746 -2.768 -2.620 0.30
H 2.282 -1.130 -2.154 0.51
H 1.718 4.754 -4.251 0.41
H 4.366 -3.241 0.147 0.56
H -9.055 -1.161 -2.444 0.12
```

Calculated values
- DFT total energy (eV) = -255071.66323
- charge = -1
- HOMO (eV) = -5.453
- LUMO level (eV) = 1.6
- largest force on an atom (eV Å⁻¹) = 2.5